(1)
{
  "formula": "C27H41F6N2O8S2Si",
  "method": "ωB97M-V with the def2-TZVPD basis set",
  "symbols": ["C", "Si", "C", "C", "O", "C", "C", "C", "C", "C", "C", "C", "C", "C", "C", "C", "C", "C", "C", "C", "C", "N", "C", "C", "C", "C", "C", "O", "O", "C", "O", "H", "H", "H", "H", "H", "H", "H", "H", "H", "H", "H", "H", "H", "H", "H", "H", "H", "H", "H", "H", "H", "H", "H", "H", "H", "H", "H", "H", "H", "H", "H", "H", "H", "H", "H", "H", "H", "H", "H", "H", "H", "C", "F", "F", "F", "S", "O", "O", "N", "S", "O", "O", "C", "F", "F", "F"],
  "coordinates": [[-3.5120, 2.8492, 0.4164], [-3.8587, 2.7200, -1.4282], [-5.5183, 3.4995, -1.8450], [-2.4870, 3.5885, -2.3670], [-3.9541, 1.1452, -1.9801], [-2.8964, 0.2667, -1.6435], [-3.4637, -1.1402, -1.4702], [-4.0272, -1.6868, -2.7286], [-3.4100, -2.2008, -3.7932], [-1.9339, -2.3161, -3.9609], [-1.4012, -2.1565, -5.4048], [-0.5505, -0.8885, -5.5246], [0.8123, -1.0444, -4.8215], [0.9915, -0.1027, -3.6001], [1.3564, -0.8787, -2.3403], [1.9822, -0.0233, -1.2382], [0.9657, 0.8944, -0.5477], [0.9346, 0.8566, 0.9964], [2.2676, 0.5833, 1.7169], [2.2767, -0.7160, 2.5378], [2.7086, -1.9493, 1.7692], [1.6466, -2.6166, 1.0029], [1.8757, -3.4598, -0.0576], [0.6655, -3.9160, -0.5578], [-0.3591, -3.3236, 0.2385], [0.2924, -2.5377, 1.1815], [-4.4572, -2.6320, -4.7438], [-4.3858, -3.0828, -5.8298], [-5.6963, -2.4151, -4.1512], [-5.4840, -1.7349, -2.9795], [-6.3556, -1.2714, -2.3390], [-3.2937, 1.9029, 0.9043], [-2.6428, 3.4877, 0.5558], [-4.3578, 3.3042, 0.9235], [-5.3576, 4.4360, -2.3693], [-6.0716, 2.8150, -2.4810], [-6.0761, 3.6545, -0.9269], [-1.5180, 3.1771, -2.0851], [-2.6260, 3.4331, -3.4337], [-2.4858, 4.6498, -2.1361], [-2.1804, 0.2563, -2.4657], [-2.3963, 0.5365, -0.7140], [-2.7069, -1.8109, -1.0684], [-4.2715, -1.0863, -0.7432], [-1.5795, -3.2372, -3.5046], [-1.5221, -1.4888, -3.3913], [-0.8159, -3.0321, -5.6660], [-2.2041, -2.0862, -6.1291], [-1.1102, -0.0623, -5.0908], [-0.4230, -0.6836, -6.5858], [1.6412, -0.9405, -5.5151], [0.8661, -2.0683, -4.4570], [0.0620, 0.4464, -3.4630], [1.7596, 0.6284, -3.8497], [2.0942, -1.6281, -2.6180], [0.4590, -1.3574, -1.9488], [2.7333, 0.6020, -1.7208], [2.4878, -0.6946, -0.5552], [-0.0268, 0.5795, -0.8824], [1.0626, 1.9222, -0.8850], [0.5848, 1.8334, 1.3265], [0.1661, 0.1635, 1.3168], [2.4168, 1.3787, 2.4419], [3.1238, 0.6157, 1.0499], [3.0216, -0.5720, 3.3187], [1.3364, -0.8542, 3.0589], [3.1266, -2.6902, 2.4490], [3.4904, -1.6992, 1.0580], [2.8597, -3.7167, -0.4084], [0.5029, -4.5927, -1.3769], [-1.4229, -3.4375, 0.1550], [-0.1619, -1.9462, 1.9525], [3.4178, -0.5983, 7.9211], [2.8534, -1.7040, 7.4262], [2.5677, -0.0567, 8.8004], [4.5240, -0.9575, 8.5818], [3.7987, 0.5626, 6.5458], [2.5198, 0.8654, 5.9636], [4.7218, -0.1563, 5.7109], [4.4294, 1.7046, 7.4361], [4.9671, 3.0155, 6.7250], [3.9561, 3.8729, 6.1751], [6.1645, 2.8460, 5.9527], [5.5182, 3.8676, 8.2602], [6.4566, 3.1634, 8.9037], [4.4996, 4.0687, 9.1043], [6.0367, 5.0579, 7.9467]],
  "lowdin_charge": [-0.14, 0.44, -0.15, -0.16, -0.20, -0.24, -0.08, -0.07, -0.05, -0.09, -0.18, -0.20, -0.18, -0.20, -0.22, -0.19, -0.18, -0.18, -0.17, -0.17, -0.13, -0.09, -0.12, -0.11, -0.10, -0.10, -0.38, 0.18, 0.15, -0.41, 0.19, 0.03, 0.03, 0.02, 0.03, 0.03, 0.02, 0.02, 0.03, 0.03, 0.10, 0.10, 0.11, 0.13, 0.13, 0.09, 0.11, 0.10, 0.10, 0.10, 0.10, 0.10, 0.08, 0.11, 0.11, 0.10, 0.11, 0.07, 0.08, 0.10, 0.10, 0.08, 0.11, 0.11, 0.10, 0.11, 0.13, 0.12, 0.11, 0.08, 0.07, 0.10, -0.69, 0.12, 0.12, 0.12, 0.56, -0.30, -0.30, -0.30, 0.57, -0.29, -0.29, -0.69, 0.12, 0.12, 0.12],
  "orbital_gap_ev": 7.5,
  "max_force_ev_per_a": 1.31,
  "total_energy_ev": -93881.2193,
  "e_homo_ev": -6.699,
  "charge": -1
}

(2)
{
  "formula": "C27H41F6N4O8S3SbTi",
  "method": "ωB97M-V with the def2-TZVPD basis set",
  "symbols": ["Ti", "C", "N", "C", "C", "C", "C", "C", "C", "C", "N", "C", "C", "C", "C", "C", "C", "N", "C", "C", "H", "H", "H", "H", "H", "H", "H", "H", "H", "H", "H", "H", "H", "H", "H", "H", "H", "H", "H", "H", "F", "C", "F", "F", "S", "O", "O", "N", "S", "O", "O", "C", "F", "F", "F", "O", "S", "O", "O", "O", "C", "C", "C", "Sb", "C", "C", "C", "C", "C", "C", "H", "H", "H", "H", "H", "H", "H", "H", "H", "H", "H", "H", "H", "H", "H", "H", "H", "H", "H", "H", "H"],
  "coordinates": [[1.1856, 1.5377, -0.1405], [3.7413, 0.1559, 1.4644], [2.3031, -0.1754, 1.5148], [1.8883, -0.2000, 2.9220], [2.1065, -1.4313, 0.8383], [2.1381, -2.6635, 1.4607], [1.9922, -3.8315, 0.7175], [1.8472, -3.7448, -0.6561], [1.8184, -2.5106, -1.2924], [1.9204, -1.3347, -0.5486], [1.8650, -0.0453, -1.0634], [1.6806, 0.1646, -2.4592], [0.5993, -0.3640, -3.1571], [0.4354, -0.0994, -4.5079], [1.3369, 0.7292, -5.1574], [2.3875, 1.3100, -4.4580], [2.5651, 1.0428, -3.1063], [3.5923, 1.6504, -2.3244], [4.7124, 0.7613, -2.0810], [4.0226, 2.9664, -2.7469], [4.3178, -0.6217, 1.9820], [3.9017, 1.1203, 1.9384], [4.0654, 0.2153, 0.4278], [0.8591, -0.5407, 2.9884], [1.9670, 0.8035, 3.3286], [2.5327, -0.8678, 3.5093], [2.2608, -2.7227, 2.5339], [1.9852, -4.7933, 1.2147], [1.7299, -4.6440, -1.2488], [1.6748, -2.4599, -2.3619], [-0.1521, -0.9514, -2.6419], [-0.4324, -0.5054, -5.0121], [1.1990, 0.9637, -6.2064], [3.0578, 1.9967, -4.9595], [5.3141, 0.6029, -2.9921], [4.3514, -0.2081, -1.7376], [5.3590, 1.1891, -1.3112], [4.6510, 2.9467, -3.6536], [4.6054, 3.4147, -1.9402], [3.1560, 3.5974, -2.9281], [-4.0717, -1.8306, -3.4802], [-2.8065, -1.1764, -3.5127], [-2.9592, -0.3911, -4.6866], [-1.9955, -2.2440, -4.0506], [-1.8967, 2.0855, -1.0722], [-0.5390, 1.2821, -0.7164], [-2.7841, 1.9173, 0.0676], [-1.3342, 3.6753, -0.9160], [-0.0300, 4.1258, -1.5420], [0.3268, 5.4954, -1.3612], [1.1031, 3.1570, -1.3273], [-0.1812, 3.9898, -3.3773], [0.9636, 4.3458, -3.9877], [-1.1451, 4.8117, -3.8088], [-0.4885, 2.7516, -3.7446], [2.0836, 2.9403, 3.2468], [1.5640, 3.1784, 1.9228], [1.1396, 4.5169, 1.6514], [0.4368, 2.1676, 1.5742], [2.5494, 2.6778, 0.8558], [-1.0726, -2.9049, 3.9697], [-2.1696, -2.6773, 2.9301], [-3.5497, -2.7532, 3.5706], [-1.7234, -0.9011, 1.7087], [-2.6160, 0.6895, 2.9060], [-1.9221, 0.7182, 4.2668], [-4.1290, 0.7686, 3.0562], [-3.0325, -1.3678, 0.0397], [-4.5070, -0.9968, 0.0993], [-2.8456, -2.8403, -0.3222], [-1.2309, -3.8476, 4.5114], [-1.0473, -2.1048, 4.7139], [-0.0855, -2.9495, 3.5035], [-2.0860, -3.4758, 2.1873], [-3.6575, -2.0027, 4.3575], [-3.7132, -3.7354, 4.0364], [-4.3491, -2.5893, 2.8463], [-2.2864, 1.5599, 2.3381], [-2.1852, -0.1517, 4.8770], [-2.2267, 1.6103, 4.8269], [-0.8346, 0.7550, 4.1698], [-4.5433, -0.1025, 3.5685], [-4.6254, 0.8644, 2.0927], [-4.3908, 1.6533, 3.6518], [-2.5920, -0.7927, -0.7795], [-5.0247, -1.4433, 0.9545], [-4.9933, -1.3498, -0.8178], [-4.6325, 0.0844, 0.1388], [-3.3895, -3.4988, 0.3638], [-1.7918, -3.1396, -0.3151], [-3.2235, -3.0076, -1.3340]],
  "lowdin_charge": [1.12, -0.06, -0.20, -0.09, -0.23, -0.05, -0.11, -0.10, -0.01, -0.21, -0.06, -0.23, -0.02, -0.06, -0.09, -0.04, -0.21, -0.21, -0.08, -0.09, 0.10, 0.08, 0.06, 0.02, 0.06, 0.09, 0.10, 0.09, 0.10, 0.11, 0.11, 0.09, 0.10, 0.10, 0.09, 0.08, 0.08, 0.08, 0.09, 0.08, -0.13, -0.37, -0.13, -0.15, 0.82, -0.58, -0.45, -0.35, 0.58, -0.25, -0.39, -0.66, 0.11, 0.13, 0.14, -0.31, 0.35, -0.28, -0.41, -0.41, -0.18, -0.57, -0.16, 1.57, -0.56, -0.16, -0.14, -0.58, -0.14, -0.17, 0.06, 0.05, 0.04, 0.06, 0.05, 0.06, 0.05, 0.05, 0.05, 0.07, 0.06, 0.05, 0.05, 0.07, 0.02, 0.05, 0.07, 0.05, 0.06, 0.06, 0.06],
  "e_above_lowest_kcal_mol": 37.17,
  "orbital_gap_ev": 6.0,
  "max_force_ev_per_a": 0.77,
  "total_energy_ev": -129472.1990,
  "e_homo_ev": -1.959,
  "charge": -2
}

(3)
{
  "formula": "C27H41N4O4S2",
  "method": "ωB97M-V with the def2-TZVPD basis set",
  "symbols": ["C", "C", "C", "C", "C", "C", "C", "C", "C", "C", "C", "C", "C", "C", "C", "N", "C", "C", "S", "C", "N", "N", "C", "O", "C", "C", "C", "C", "C", "N", "C", "C", "C", "S", "O", "O", "O", "H", "H", "H", "H", "H", "H", "H", "H", "H", "H", "H", "H", "H", "H", "H", "H", "H", "H", "H", "H", "H", "H", "H", "H", "H", "H", "H", "H", "H", "H", "H", "H", "H", "H", "H", "H", "H", "H", "H", "H", "H"],
  "coordinates": [[-3.4488, 5.2173, 1.2403], [-3.0965, 3.8134, 0.7578], [-1.8524, 3.2375, 1.4338], [-1.8473, 1.7116, 1.4727], [-1.8308, 1.0826, 0.0662], [-0.6381, 0.2445, -0.2535], [-0.2084, -0.8884, 0.3722], [-0.7012, -1.6496, 1.5688], [-2.0242, -2.3718, 1.3961], [-1.9990, -3.7682, 1.2526], [-3.1657, -4.5256, 1.1215], [-4.4111, -3.8973, 1.1467], [-5.7000, -4.6677, 1.0425], [-4.4396, -2.4987, 1.2802], [-3.2714, -1.7435, 1.4102], [0.9041, -1.3249, -0.3240], [1.6948, -2.5121, -0.0272], [2.5352, -2.4310, 1.2791], [2.7232, -0.7620, 1.9742], [4.3580, -0.4048, 1.5329], [5.3721, -1.2090, 1.5368], [6.4380, -0.4788, 1.1120], [6.0107, 0.7183, 0.8972], [4.6859, 0.8295, 1.1332], [1.1685, -0.5029, -1.3427], [2.2565, -0.5914, -2.3650], [3.6686, -0.6004, -1.7557], [2.0651, -1.7756, -3.3300], [0.6054, -1.9528, -3.7517], [0.2406, 0.4645, -1.2995], [0.1367, 1.5960, -2.2217], [0.7958, 2.9032, -1.7517], [2.0984, 2.7535, -0.9513], [2.1298, 3.5616, 0.6214], [3.4966, 3.6939, 1.0204], [1.3603, 4.7652, 0.5667], [1.4375, 2.4621, 1.5243], [-2.5732, 5.8425, 1.3872], [-4.0601, 5.2028, 2.1365], [-4.0521, 5.7104, 0.4802], [-3.9646, 3.1637, 0.8662], [-2.8958, 3.8846, -0.3111], [-0.9900, 3.5583, 0.8497], [-1.6993, 3.6533, 2.4277], [-1.0693, 1.3169, 2.1188], [-2.7940, 1.4306, 1.9368], [-1.8775, 1.8868, -0.6635], [-2.7240, 0.4975, -0.1147], [-0.7636, -0.9759, 2.4223], [0.0381, -2.4023, 1.8036], [-1.0460, -4.2832, 1.2488], [-3.0923, -5.5971, 1.0191], [-6.4404, -4.1685, 1.6610], [-6.0577, -4.7363, 0.0213], [-5.5798, -5.6563, 1.4738], [-5.3965, -1.9986, 1.3136], [-3.3446, -0.6773, 1.5449], [2.2833, -2.7608, -0.8948], [0.9963, -3.3368, 0.0932], [3.5315, -2.8173, 1.0960], [2.0393, -3.0114, 2.0439], [6.5901, 1.5532, 0.5604], [2.2206, 0.3118, -2.9631], [4.3987, -0.7887, -2.5360], [3.7996, -1.3734, -1.0078], [3.8793, 0.3655, -1.3127], [2.6267, -1.5398, -4.2308], [2.4844, -2.6956, -2.9326], [0.2018, -0.9824, -4.0344], [0.5296, -2.5852, -4.6287], [0.0007, -2.3813, -2.9561], [0.5063, 1.2930, -3.1901], [-0.9245, 1.7743, -2.3477], [0.0860, 3.5446, -1.2395], [1.0629, 3.4390, -2.6575], [2.4128, 1.7274, -0.7874], [2.9107, 3.2594, -1.4611], [1.1994, 2.8544, 2.3792]],
  "lowdin_charge": [-0.10, -0.26, -0.22, -0.18, -0.09, -0.09, -0.11, -0.06, -0.20, -0.03, -0.03, -0.26, -0.04, -0.02, -0.03, 0.03, -0.13, -0.37, 1.04, -0.72, 0.06, 0.07, -0.16, 0.01, -0.18, -0.27, -0.01, -0.20, -0.07, 0.07, -0.09, -0.13, -0.20, 0.57, -0.26, -0.26, -0.17, 0.08, 0.08, 0.07, 0.11, 0.10, 0.08, 0.12, 0.10, 0.10, 0.09, 0.12, 0.13, 0.08, 0.10, 0.11, 0.08, 0.09, 0.08, 0.11, 0.09, 0.10, 0.13, 0.08, 0.07, 0.14, 0.13, 0.10, 0.07, 0.07, 0.12, 0.11, 0.07, 0.08, 0.08, 0.12, 0.13, 0.10, 0.12, 0.07, 0.12, 0.12],
  "orbital_gap_ev": 9.3,
  "max_force_ev_per_a": 1.70,
  "total_energy_ev": -64479.1927,
  "e_homo_ev": -11.530,
  "charge": 1
}